Model A:
15
Properties=species:S:1:pos:R:3 method="wB97M-V/def2-TZVPD" homo_ev="-7.377 / -7.379"
C 0.75 -0.48 -0.55
C 1.89 -0.52 0.41
N -1.16 0.07 0.09
N 0.29 1.82 -0.02
N -2.31 -0.53 -0.39
O -1.06 1.52 -0.13
H -1.11 -0.08 1.10
H 0.47 1.78 0.99
H -2.36 -0.35 -1.39
H -3.15 -0.17 0.06
H 0.89 0.05 -1.47
H 0.27 -1.45 -0.69
H 1.56 -0.65 1.44
H 2.48 0.39 0.36
H 2.54 -1.39 0.19

---

Model B:
15
Properties=species:S:1:pos:R:3 method="wB97M-V/def2-TZVPD" homo_ev=-8.387
C 1.97 -0.56 0.27
C 0.61 0.49 -0.53
O 0.82 1.85 -0.07
N -0.60 -0.04 0.00
N -1.64 0.93 0.16
N -1.08 -1.37 -0.31
H 2.58 -0.06 1.04
H 2.71 -0.97 -0.42
H 1.35 -1.33 0.66
H 0.85 0.44 -1.63
H -0.07 2.11 0.34
H -2.43 0.67 -0.43
H -1.89 0.93 1.12
H -1.96 -1.13 -0.71
H -1.22 -1.95 0.52

---

Stability check: which of them is most stable? model B.

---

Model A:
15
Properties=species:S:1:pos:R:3 method="wB97M-V/def2-TZVPD" homo_ev=-8.962
H 0.80 -1.12 -1.38
N 0.57 -0.41 -0.68
C -0.57 0.26 -0.75
N -1.63 -0.14 -1.54
N -0.76 1.25 0.28
C -0.51 0.98 1.70
H -2.55 0.24 -1.40
H -1.43 -0.89 -2.07
H -1.51 1.79 0.03
H 0.55 0.62 1.94
H -1.16 0.14 2.09
H -0.65 1.89 2.32
O 2.96 -1.92 -0.27
H 3.67 -1.40 0.14
H 2.23 -1.28 -0.42

---

Model B:
15
Properties=species:S:1:pos:R:3 method="wB97M-V/def2-TZVPD" homo_ev=-7.104
C 0.42 -0.71 0.05
N 0.56 -1.50 1.29
N 1.68 -0.44 -0.60
H 2.23 0.23 -0.07
H 2.25 -1.28 -0.70
H -0.34 -1.82 1.63
H 0.99 -0.96 2.04
H -0.21 -1.30 -0.62
H -0.15 0.43 0.87
N -1.79 1.16 -1.06
C -0.67 1.23 -0.31
O -0.81 1.41 1.01
H -2.65 0.88 -0.61
H -1.73 1.10 -2.06
H 0.21 1.56 -0.85

---

Stability check: which of them is most stable? model A.

---

Model A:
12
Properties=species:S:1:pos:R:3 method="wB97M-V/def2-TZVPD" homo_ev=-8.934
C 2.31 -2.61 -1.34
C 1.28 -0.60 -1.55
N 2.74 -3.42 -0.70
N -0.48 -0.07 0.87
N 1.62 -0.05 -0.39
O 0.81 0.88 0.01
O 2.65 -0.40 0.20
O 1.87 -1.64 -2.08
O -0.62 -1.05 0.16
H 0.59 -0.09 -2.10
H -1.24 0.73 0.98
H 0.04 -0.28 1.68

---

Model B:
12
Properties=species:S:1:pos:R:3 method="wB97M-V/def2-TZVPD" homo_ev=-10.124
C -1.37 -2.05 0.22
C 0.82 -0.60 1.05
N -2.42 -2.05 -0.26
N -0.38 0.97 -0.22
N 1.23 -1.02 2.47
O 0.60 -0.44 3.33
O 2.03 -1.87 2.56
O -0.22 -2.17 0.63
O -0.06 0.31 1.01
H 1.61 -0.84 0.27
H -0.63 0.18 -1.00
H -1.32 1.35 0.01

---

Stability check: which of them is most stable? model B.

---

Model A:
18
Properties=species:S:1:pos:R:3 method="wB97M-V/def2-TZVPD" homo_ev="-6.970 / -6.964"
C 0.17 0.80 1.02
C 1.76 -1.09 1.49
C 1.47 0.27 -0.78
C -2.71 0.80 -1.21
C 0.82 -0.39 0.47
O 0.11 1.89 1.36
O -1.65 -1.44 -0.01
S -2.36 -0.20 0.41
H 1.89 -2.24 1.27
H 2.65 -0.62 1.58
H 1.18 -1.01 2.45
H 1.98 -0.48 -1.46
H 2.22 1.15 -0.62
H 0.56 0.70 -1.48
H -3.15 1.81 -0.96
H -3.27 0.25 -1.95
H -1.69 0.82 -1.80
H 0.00 -1.00 0.21

---

Model B:
18
Properties=species:S:1:pos:R:3 method="wB97M-V/def2-TZVPD" homo_ev=-8.944
C -1.38 2.05 0.04
C -0.94 0.76 -0.06
C -1.55 -0.45 0.74
S -2.45 -1.65 -0.27
O 0.06 0.50 -1.02
C 0.96 -0.53 -0.81
C 2.05 -0.16 0.10
O 2.99 -1.21 0.15
H -1.05 2.82 -0.61
H -2.12 2.25 0.84
H -0.75 -1.03 1.19
H -2.19 -0.03 1.51
H -3.16 -0.80 -1.07
H 0.43 -1.51 -0.56
H 1.36 -0.72 -1.84
H 2.59 0.73 -0.38
H 1.64 0.07 1.12
H 3.53 -1.09 0.94

---

Stability check: which of them is most stable? model B.

---

Model A:
9
Properties=species:S:1:pos:R:3 method="wB97M-V/def2-TZVPD" homo_ev=-9.094
C 1.07 -0.88 0.19
C -0.50 0.52 -0.70
N 1.75 0.01 0.75
O 0.12 -0.71 -0.77
S 0.62 1.85 -0.05
S -2.03 0.40 0.36
H 1.34 -1.87 0.43
H -1.02 0.91 -1.55
H -1.36 -0.23 1.34

---

Model B:
9
Properties=species:S:1:pos:R:3 method="wB97M-V/def2-TZVPD" homo_ev=-8.739
S -2.34 0.05 0.32
C -0.77 -0.14 0.15
C 0.12 1.00 0.08
S 1.87 0.44 0.52
O 1.49 -0.95 -0.29
N -0.13 -1.29 0.04
H 0.15 1.22 -1.00
H -0.24 1.92 0.62
H -0.14 -2.25 -0.44

---

Model C:
9
Properties=species:S:1:pos:R:3 method="wB97M-V/def2-TZVPD" homo_ev=-8.760
S 2.91 -0.28 0.00
C 1.30 -0.13 -0.05
N 0.58 1.03 -0.02
O -0.82 0.82 -0.20
C -1.24 -0.49 0.18
S 0.24 -1.53 -0.17
H 0.75 1.89 -0.50
H -2.06 -0.79 -0.48
H -1.66 -0.53 1.24

---

Stability check: which of them is most stable? model C.

---

Model A:
9
Properties=species:S:1:pos:R:3 method="wB97M-V/def2-TZVPD" homo_ev=-9.084
O -2.45 2.12 -0.25
N -1.96 1.01 -0.04
C -0.77 0.70 0.14
C -0.51 -0.67 0.78
S -1.47 -1.81 -0.33
S -3.17 -0.37 0.30
H -0.03 1.50 -0.02
H 0.64 -0.82 0.75
H -0.99 -0.82 1.78

---

Model B:
9
Properties=species:S:1:pos:R:3 method="wB97M-V/def2-TZVPD" homo_ev=-8.472
S -0.11 0.48 2.50
N -1.07 0.19 1.06
O -0.64 0.96 0.04
C 0.31 0.43 -0.75
C 0.49 -0.83 -0.68
S -0.69 -1.67 0.31
H -1.22 0.51 3.34
H 1.10 1.06 -1.07
H 1.18 -1.56 -1.31

---

Model C:
9
Properties=species:S:1:pos:R:3 method="wB97M-V/def2-TZVPD" homo_ev=-9.292
S -3.14 0.13 -0.08
C -1.73 -0.85 -0.03
O -0.44 -0.45 0.23
C 0.11 0.86 0.08
N 1.41 0.99 -0.08
S 2.41 -0.44 -0.02
H -1.54 -2.01 -0.12
H -0.73 1.44 0.57
H 3.65 0.33 -0.55

---

Model D:
9
Properties=species:S:1:pos:R:3 method="wB97M-V/def2-TZVPD" homo_ev=-9.203
O -0.22 -1.50 -0.05
C -0.75 -0.40 -0.04
S -2.45 -0.01 0.03
C 0.01 0.83 -0.12
N 1.28 0.91 0.01
S 2.22 -0.47 -0.01
H -2.84 -1.35 -0.03
H -0.56 1.74 -0.12
H 3.32 0.25 0.34

---

Stability check: which of them is most stable? model D.